# C23H37ClIrN2

A structure of composition C23H37ClIrN2 at a distorted geometry (the ωB97M-V functional and the def2-TZVPD basis, the Open Molecules 2025 dataset).

Geometry (Å):
Ir: -0.3772 -0.3318 0.7329
Cl: 0.3110 -1.8484 2.5168
C: -0.9554 0.9461 -0.7672
C: -0.0329 1.5426 -1.6489
C: -0.4237 2.4124 -2.6681
C: -1.7664 2.7471 -2.8664
C: -2.6986 2.1627 -2.0037
C: -2.3036 1.2899 -0.9885
H: 1.0272 1.3370 -1.5440
H: 0.3366 2.8403 -3.3213
H: -3.7577 2.3865 -2.1287
H: -3.0813 0.8597 -0.3663
C: -2.1878 3.7154 -3.9446
H: -3.2786 3.7730 -4.0227
H: -1.7889 3.4209 -4.9208
H: -1.8212 4.7287 -3.7327
C: 3.5162 -0.9498 -1.0273
N: 2.1786 -1.2574 -0.8318
H: 4.7000 0.7035 -0.1906
N: 2.6064 0.5116 0.3446
H: 4.1658 -1.5298 -1.6571
C: 1.5693 -2.5042 -1.4237
C: 2.4152 -2.9727 -2.6171
C: 1.5689 -3.5936 -0.3445
H: 3.3657 -3.4181 -2.3070
H: 1.8465 -3.7473 -3.1392
H: 2.6071 -2.1591 -3.3242
H: -0.3371 -3.1323 -2.1941
H: 0.1980 -1.5543 -2.8192
H: 1.3823 -3.1710 0.6454
C: 0.1635 -2.1951 -1.9338
H: 2.5425 -4.0944 -0.3172
H: 0.8004 -4.3383 -0.5777
H: -0.4182 -1.6815 -1.1653
C: 3.7817 0.1560 -0.2982
C: 2.4533 1.2450 2.6957
H: 3.4307 0.8857 3.0300
H: 2.1390 2.0771 3.3338
C: 2.5235 1.7183 1.2432
H: 1.2074 3.4094 1.5117
C: 3.7869 2.5742 1.0754
H: 3.9584 2.8617 0.0330
H: 1.7489 0.4194 2.8046
H: 0.3928 1.9645 0.8645
H: 4.6767 2.0710 1.4671
H: 3.6399 3.4921 1.6512
C: 1.3073 2.5560 0.8334
H: 1.4321 2.9321 -0.1875
C: 1.5862 -0.3571 0.0288
C: -4.6010 -0.6433 2.2224
C: -3.1407 -1.1313 2.2876
C: -2.8216 -1.4434 3.7646
C: -2.9966 -2.3830 1.4081
C: -2.2564 0.0138 1.7509
H: -5.2953 -1.4247 2.6018
H: -4.8880 -0.4008 1.1780
H: -4.7404 0.2698 2.8417
H: -3.5113 -2.2215 4.1555
H: -1.7996 -1.8152 3.9230
H: -2.9454 -0.5313 4.3892
H: -3.2634 -2.1536 0.3553
H: -1.9608 -2.7720 1.4237
H: -3.6671 -3.1899 1.7758
H: -2.2499 0.9226 2.3900

Cartesian forces, eV/Å:
-0.7 0.4 0.7
0.0 0.3 -0.3
-0.6 0.1 -0.2
-0.3 -0.1 -0.5
0.0 -0.1 0.1
0.0 -0.2 0.4
0.3 0.0 -0.1
0.0 0.1 -0.3
-0.2 0.0 -0.2
-0.1 -0.1 0.1
0.1 0.0 0.0
0.2 0.0 0.0
0.0 0.0 0.0
0.1 -0.1 0.0
0.0 0.0 0.1
0.0 -0.2 0.0
-0.2 0.3 0.4
-0.1 0.2 0.1
-0.1 0.0 0.0
-0.2 -0.1 -0.2
-0.1 0.1 0.0
0.2 0.3 0.0
-0.2 0.0 0.1
0.0 0.0 0.0
-0.1 0.1 -0.1
0.1 0.0 0.0
0.0 -0.1 0.0
0.0 0.2 0.1
0.0 0.0 0.1
-0.2 -0.1 -0.2
0.4 -0.1 0.0
-0.1 0.1 0.0
0.2 0.0 0.1
-0.4 0.0 0.1
-0.3 -0.4 0.0
-0.2 0.0 -0.1
-0.1 0.1 0.0
0.1 -0.1 0.0
0.2 0.0 -0.2
0.0 -0.2 -0.1
-0.3 0.0 0.0
0.0 0.0 0.1
-0.1 0.1 0.1
0.0 0.3 0.2
-0.1 0.1 0.0
0.1 -0.1 0.0
0.5 0.1 0.3
0.0 0.0 0.3
1.8 -0.4 -0.6
-0.5 0.1 0.0
0.1 0.8 -0.3
0.0 0.0 0.5
0.0 -0.3 0.0
1.1 -0.9 0.2
0.3 0.4 -0.2
0.1 -0.1 0.5
0.1 -0.5 -0.4
0.2 0.3 -0.2
-0.3 0.2 -0.3
0.0 -0.5 -0.4
0.1 -0.1 0.5
-0.5 0.2 0.0
0.3 0.4 -0.2
-0.2 -0.4 -0.3

Summary:
**Net charge**: -2
**Maximum force**: 0.0372 hartree/bohr
**HOMO-LUMO gap (alpha / beta)**: 1.61 / 6.58 eV
**E_tot**: -1572.385960 Eh
**E_HOMO (alpha / beta)**: 0.0960 / -0.1424 Ha
**Multiplicity**: 6

These are the Löwdin partial charges, in e, on atoms 1 to 2:
1 Ir 0.9188
2 Cl -0.0127